[1]
Entry from the OMol25 dataset: a structure of composition C18H16F5N2O4Pt (ωB97M-V/def2-TZVPD).

Geometry as XYZ:
```
46
Properties=species:S:1:pos:R:3:lowdin_charge:R:1
Pt 0.7409 1.1792 0.1673 1.231
F -2.2553 1.5634 -1.2939 0.124
F -1.2859 3.5002 -1.1921 0.132
F -1.6334 2.5605 -3.1073 0.130
F -0.0587 0.4778 -2.4804 -0.017
F 0.9364 2.4327 -2.4476 0.002
O 2.4085 0.5050 -0.6673 -0.228
O -0.5020 -1.9766 1.0234 -0.089
O -0.8603 1.8086 1.2382 -0.238
O -3.2612 2.6129 1.5931 0.063
N 0.3438 0.9519 3.0184 0.083
N 1.2719 0.6728 2.0251 -0.178
C 3.3321 -0.4072 1.4040 -0.143
C -4.0958 2.6499 3.7763 -0.024
C 4.4114 -0.6368 -0.7565 -0.024
C -1.7218 1.6571 4.7807 -0.038
C 3.3157 -0.1447 0.0028 -0.340
C -0.7066 1.5233 2.5074 -0.444
C -1.8367 1.8650 3.4045 -0.080
C -2.8912 -2.4160 1.3185 -0.089
C -1.7374 -1.4465 1.4980 -0.329
C 2.3072 -0.0109 2.3390 -0.081
C -1.2797 2.3197 -1.8299 -0.609
C -3.0442 2.3724 2.8983 -0.262
C -2.7614 1.9365 5.6455 -0.108
C 4.4137 -1.1286 1.9489 -0.074
C 5.4608 -1.5879 1.1923 -0.125
C 5.4453 -1.3300 -0.1869 -0.108
C -3.9562 2.4353 5.1315 -0.102
C 0.0877 1.6308 -1.7092 -0.514
H -1.9565 -0.4963 0.9992 0.098
H -2.6474 1.7669 6.7081 0.090
H -1.5824 -1.2262 2.5550 0.110
H 6.2739 -2.1384 1.6461 0.086
H -2.4319 2.4000 1.1102 0.061
H 4.3847 -0.4351 -1.8197 0.112
H -2.6818 -3.3588 1.8263 0.069
H 2.4075 -0.3145 3.3787 0.125
H -3.8110 -1.9930 1.7285 0.071
H 6.2563 -1.6854 -0.8122 0.094
H -5.0144 3.0378 3.3554 0.112
H 4.3989 -1.3197 3.0170 0.102
H -0.5693 -1.9732 0.0621 0.079
H -0.7844 1.2625 5.1478 0.103
H -3.0609 -2.6275 0.2600 0.070
H -4.7832 2.6584 5.7951 0.095
```

Computed properties:
ΔE to the lowest compared entry with this formula, charge and spin, eV: 0.0929
Total energy, Ha: -1724.776782
HOMO-LUMO gap, eV: 7.793
Lowest unoccupied orbital energy, Eh: 0.1072
Net charge: -1

---

[2]
Entry from the OMol25 dataset: a structure of composition C3H2FO2Tm (ωB97M-V/def2-TZVPD).

Geometry as XYZ:
```
9
Properties=species:S:1:pos:R:3:lowdin_charge:R:1
Tm 3.8677 0.3233 -0.6939 1.752
F -1.6347 1.1219 -0.8625 0.154
O 0.6002 -0.6535 -0.6227 -0.030
O 0.8067 1.0988 0.6911 0.033
C -1.4340 0.2104 0.1279 0.099
C 1.3946 0.2565 0.0144 -0.447
C -0.6614 -0.8750 -0.1026 0.078
H -2.1662 0.2812 0.9310 0.181
H -0.7728 -1.7636 0.5174 0.181
```

Computed properties:
ΔE to the lowest compared entry with this formula, charge and spin, eV: 1.1909
2S+1: 3
Total energy, Ha: -1450.203767
HOMO-LUMO gap (spin up / spin down), eV: 8.184 / 6.645
Lowest unoccupied orbital energy (spin up / spin down), Eh: -0.3604 / -0.4096
Net charge: +2